Record 1
Below is C55H48Cl3N8PSiTl as an isolated structure, with properties calculated with ωB97M-V/def2-TZVPD.

Computed properties:
- Total charge: -1
- Gap between HOMO and LUMO: 5.47 eV
- HOMO level: -3.50 eV
- DFT total energy: -129165.85113 eV
- M: 1190.85 g mol⁻¹
- Multiplicity: 1

Last column: Mulliken charge in e.
Positions of all 117 atoms, in Å:
1 Tl 0.7363 1.6990 -0.1032  1.572
2 C -2.0466 -3.3600 -1.6697  -0.986
3 N -1.2401 -2.2496 -2.0610  0.345
4 C -0.4764 -1.4534 -1.1081  0.424
5 N -0.4787 -0.0901 -1.6325  0.237
6 C -1.1153 -0.1446 -2.8807  -0.474
7 C -1.6389 -1.3869 -3.0841  0.150
8 C -2.4583 -1.8058 -4.2079  0.019
9 C -2.2272 -2.9897 -4.9121  0.207
10 C -2.9857 -3.3038 -6.0247  -0.970
11 C -3.9980 -2.4567 -6.4470  -0.433
12 C -4.2510 -1.2895 -5.7408  -0.834
13 C -3.4924 -0.9671 -4.6355  -0.207
14 C -0.9712 0.9623 -3.8082  0.225
15 C -0.8411 2.2644 -3.3282  0.185
16 C -0.6206 3.3167 -4.1947  -0.913
17 C -0.5135 3.0914 -5.5569  -0.620
18 C -0.6366 1.7997 -6.0429  -1.033
19 C -0.8564 0.7427 -5.1823  -0.139
20 P -0.7522 -2.0059 0.7085  -0.981
21 C -1.5531 -0.6077 1.5610  -1.161
22 N -1.2537 0.6728 1.5295  1.201
23 C -2.0354 1.2848 2.4543  -1.546
24 C -2.8446 0.3484 3.0734  0.890
25 N -2.5313 -0.8527 2.4908  0.449
26 C -3.0317 -2.1346 2.8987  -0.958
27 C -3.8025 0.5419 4.1503  -0.262
28 C -3.4252 1.2795 5.2756  -0.038
29 C -4.3338 1.5305 6.2828  -0.782
30 C -5.6342 1.0584 6.1840  -0.385
31 C -6.0177 0.3245 5.0729  -0.800
32 C -5.1102 0.0633 4.0644  -0.122
33 C -2.0584 2.7284 2.6432  0.797
34 C -0.8818 3.4699 2.6030  -0.729
35 C -0.9219 4.8507 2.6887  -0.581
36 C -2.1363 5.5057 2.8016  -0.707
37 C -3.3104 4.7726 2.8778  -0.743
38 C -3.2746 3.3924 2.8060  -0.267
39 C 0.9274 -1.6473 1.2880  -0.640
40 N 1.5464 -0.4866 1.2899  0.382
41 C 2.8300 -0.7252 1.6508  -0.691
42 C 2.9910 -2.0804 1.9000  0.479
43 N 1.7721 -2.6511 1.6571  0.418
44 C 1.4359 -4.0397 1.7650  -1.008
45 C 4.1614 -2.7442 2.4476  0.106
46 C 4.7072 -3.9021 1.8990  -0.036
47 C 5.8521 -4.4573 2.4427  -0.838
48 C 6.4617 -3.8715 3.5394  -0.365
49 C 5.9262 -2.7173 4.0906  -0.855
50 C 4.7885 -2.1567 3.5482  -0.113
51 C 3.8709 0.2887 1.5429  0.030
52 C 5.1224 -0.0592 1.0329  -0.273
53 C 6.0829 0.9123 0.8294  -0.876
54 C 5.8129 2.2366 1.1336  -0.475
55 C 4.5810 2.5853 1.6590  -0.892
56 C 3.6116 1.6194 1.8564  -0.292
57 H -2.5421 -3.1820 -0.6988  0.161
58 H -2.8095 -3.5266 -2.4321  0.607
59 H -1.4420 -4.2690 -1.5722  0.199
60 H -1.4291 -3.6512 -4.6040  0.467
61 H -2.7837 -4.2154 -6.5735  0.389
62 H -4.5794 -2.7000 -7.3261  0.386
63 H -5.0494 -0.6307 -6.0552  0.419
64 H -3.6846 -0.0558 -4.0895  0.433
65 H -0.9359 2.4519 -2.2694  0.346
66 H -0.5107 4.3167 -3.8038  0.252
67 H -0.3327 3.9132 -6.2379  0.395
68 H -0.5411 1.6099 -7.1036  0.396
69 H -0.9132 -0.2643 -5.5689  0.389
70 H -3.3818 -2.0694 3.9306  0.461
71 H -3.8552 -2.4690 2.2601  0.259
72 H -2.2280 -2.8724 2.8336  0.259
73 H -2.4137 1.6502 5.3491  0.467
74 H -4.0300 2.0958 7.1523  0.414
75 H -6.3477 1.2635 6.9681  0.392
76 H -7.0325 -0.0393 4.9865  0.390
77 H -5.4220 -0.4859 3.1873  0.447
78 H 0.0651 2.9613 2.5055  0.867
79 H -0.0025 5.4115 2.6402  0.457
80 H -2.1698 6.5859 2.8233  0.397
81 H -4.2620 5.2784 2.9726  0.400
82 H -4.1928 2.8228 2.8539  0.568
83 H 2.0874 -4.5218 2.4936  0.447
84 H 0.3979 -4.1367 2.0873  0.354
85 H 1.5423 -4.5473 0.8026  0.241
86 H 4.2568 -4.3404 1.0210  0.475
87 H 6.2790 -5.3472 2.0002  0.385
88 H 7.3515 -4.3117 3.9665  0.395
89 H 6.3982 -2.2521 4.9445  0.414
90 H 4.3718 -1.2515 3.9638  0.434
91 H 5.3328 -1.0870 0.7691  0.555
92 H 7.0398 0.6390 0.4050  0.398
93 H 6.5577 2.9977 0.9492  0.392
94 H 4.3616 3.6144 1.8947  0.610
95 H 2.6506 1.8962 2.2660  0.931
96 N -3.1228 2.6798 -0.4559  -0.683
97 N -1.9375 3.4649 -0.5922  0.078
98 H -3.6767 2.9688 0.3548  0.347
99 H -2.8219 1.7191 -0.3072  0.238
100 H -1.5301 3.7325 0.3031  -0.139
101 H -2.1752 4.3091 -1.1062  0.237
102 Cl 1.9407 4.5174 1.1978  -0.166
103 Si 2.8833 5.1440 -0.6913  -0.386
104 Cl 1.0136 5.4967 -1.6838  -0.250
105 Cl 3.2526 3.1181 -1.4216  -0.131
106 C 0.8272 -0.8240 -1.3926  0.399
107 C 1.7387 -1.2625 -2.4657  -0.484
108 C 3.0980 -1.0982 -2.1708  -0.486
109 C 4.0872 -1.4310 -3.0725  -0.988
110 C 3.7537 -1.9361 -4.3196  -0.505
111 C 2.4186 -2.1265 -4.6264  -1.096
112 C 1.4283 -1.8094 -3.7136  0.141
113 H 3.3635 -0.6762 -1.2121  0.483
114 H 5.1266 -1.2798 -2.8127  0.440
115 H 4.5266 -2.1777 -5.0396  0.385
116 H 2.1402 -2.5367 -5.5898  0.426
117 H 0.4033 -1.9798 -3.9921  0.397

---

Record 2
Below is C55H50I2KN4O4P2S as an isolated structure, with properties calculated with ωB97M-V/def2-TZVPD.

Computed properties:
- Energy relative to the best compared isomer or geometry (same formula, charge and spin): 36.57 kcal/mol
- Total charge: -1
- Gap between HOMO and LUMO: 6.38 eV
- HOMO level: -4.37 eV
- DFT total energy: -133940.39715 eV
- M: 1217.95 g mol⁻¹
- Multiplicity: 1

Last column: Mulliken charge in e.
Positions of all 119 atoms, in Å:
1 K -0.1483 -1.7007 0.1010  2.112
2 I 7.9268 2.0308 -3.7849  -0.059
3 C 6.1569 1.8183 -2.6387  -0.603
4 C 5.3027 2.8932 -2.4902  -0.485
5 C 4.1403 2.7003 -1.7746  -0.420
6 I 2.8611 4.3641 -1.5190  -0.042
7 C 3.7429 1.4666 -1.1638  0.012
8 O 2.6277 1.3032 -0.5876  0.909
9 C 4.7292 0.4257 -1.2774  0.977
10 C 4.5950 -0.8773 -0.5036  -1.766
11 N 3.2943 -1.5379 -0.4446  0.374
12 C 3.0255 -2.3634 -1.5971  -0.631
13 C 2.0270 -3.4707 -1.3440  0.149
14 C 1.5237 -4.2043 -2.4165  -0.458
15 C 0.6955 -5.2844 -2.1689  -0.792
16 C 0.3870 -5.6026 -0.8574  -0.286
17 C 0.9275 -4.8092 0.1384  -0.420
18 N 1.7231 -3.7703 -0.0881  -0.438
19 C 5.8771 0.6069 -2.0246  -0.449
20 H 5.5340 3.8579 -2.9195  0.384
21 H 4.9035 -0.7018 0.5353  0.162
22 H 5.3162 -1.5804 -0.9298  0.454
23 H 2.5736 -0.8304 -0.3068  -0.477
24 H 3.9619 -2.8678 -1.8664  0.582
25 H 2.7064 -1.7996 -2.4885  0.117
26 H 1.7962 -3.9291 -3.4291  0.680
27 H 0.2978 -5.8667 -2.9917  0.413
28 H -0.2684 -6.4251 -0.6079  0.464
29 H 0.7258 -5.0258 1.1828  0.573
30 H 6.5876 -0.2093 -2.0967  0.358
31 C -1.3359 6.1948 -0.3224  -0.429
32 S -2.4532 6.1949 1.1077  -0.119
33 C -1.4331 5.3525 2.3614  -1.208
34 C -1.6539 3.8447 2.4399  -0.341
35 C -0.9239 3.1159 1.3143  -0.566
36 N -0.9408 1.6559 1.4067  0.779
37 P 0.0940 0.6662 2.3640  -0.286
38 C 1.6722 1.5731 2.6406  0.978
39 C 1.7716 2.9009 3.0471  -0.060
40 C 3.0121 3.4967 3.2170  -0.901
41 C 4.1708 2.7563 3.0413  -0.714
42 C 4.0819 1.4086 2.7299  -0.555
43 C 2.8420 0.8256 2.5187  -0.609
44 C -0.5368 0.9395 4.0887  0.330
45 C -1.9117 1.0087 4.3104  -0.600
46 C -2.4201 1.1824 5.5877  -0.502
47 C -1.5603 1.2609 6.6739  -0.585
48 C -0.1935 1.1291 6.4751  -0.651
49 C 0.3142 0.9650 5.1941  -0.545
50 P -1.8603 0.7251 0.2770  -0.392
51 C -3.5216 1.4880 0.5145  0.663
52 C -4.3657 0.7837 1.3751  -0.729
53 C -5.6269 1.2711 1.6846  -0.634
54 C -6.0561 2.4717 1.1381  -0.610
55 C -5.2289 3.1750 0.2737  -0.767
56 C -3.9733 2.6808 -0.0463  -0.053
57 C -1.4479 1.4325 -1.3656  1.078
58 C -2.3806 1.4189 -2.4044  -0.604
59 C -2.0207 1.8247 -3.6801  -0.952
60 C -0.7157 2.2202 -3.9472  -0.810
61 C 0.2258 2.1969 -2.9296  -0.864
62 C -0.1367 1.7991 -1.6518  0.515
63 H -1.8414 6.7585 -1.1035  0.397
64 H -1.1384 5.1826 -0.6692  -0.107
65 H -0.3986 6.6830 -0.0602  0.271
66 H -1.7030 5.8233 3.3063  0.509
67 H -0.3920 5.5887 2.1277  0.336
68 H -2.7230 3.6249 2.3876  0.262
69 H -1.2950 3.4889 3.4080  0.218
70 H 0.1080 3.4657 1.2616  0.585
71 H -1.3955 3.3810 0.3685  -0.300
72 H 0.8850 3.4883 3.2438  0.312
73 H 3.0682 4.5455 3.4820  0.398
74 H 5.1412 3.2254 3.1475  0.367
75 H 4.9840 0.8185 2.6245  0.380
76 H 2.7759 -0.2198 2.2423  0.344
77 H -2.5824 0.9399 3.4617  0.255
78 H -3.4898 1.2670 5.7375  0.444
79 H -1.9525 1.4128 7.6720  0.364
80 H 0.4834 1.1680 7.3200  0.421
81 H 1.3833 0.8694 5.0574  0.446
82 H -4.0192 -0.1663 1.7703  0.414
83 H -6.2771 0.7122 2.3464  0.440
84 H -7.0426 2.8544 1.3699  0.371
85 H -5.5572 4.1152 -0.1514  0.401
86 H -3.3554 3.2282 -0.7464  0.328
87 H -3.3957 1.0878 -2.2182  0.535
88 H -2.7641 1.8418 -4.4685  0.356
89 H -0.4389 2.5455 -4.9433  0.389
90 H 1.2526 2.4871 -3.1219  0.151
91 H 0.6141 1.7583 -0.8716  -0.136
92 N 0.0239 -1.1025 -2.4591  0.166
93 C 0.0796 -1.4603 -3.5469  -0.599
94 C 0.2019 -1.9316 -4.8889  0.113
95 C -0.6040 -2.9814 -5.3282  -0.140
96 C -0.4365 -3.4786 -6.6088  -0.701
97 C 0.5284 -2.9372 -7.4477  -0.360
98 C 1.3292 -1.8916 -7.0087  -0.745
99 C 1.1683 -1.3835 -5.7311  -0.259
100 H -1.3396 -3.3991 -4.6535  0.586
101 H -1.0565 -4.2956 -6.9538  0.409
102 H 0.6608 -3.3352 -8.4455  0.392
103 H 2.0846 -1.4757 -7.6618  0.408
104 H 1.7886 -0.5713 -5.3753  0.587
105 O -1.2110 -3.8241 3.0081  -0.272
106 C -1.8617 -4.8628 2.4083  0.764
107 C -1.9997 -6.0928 3.0448  -0.821
108 C -2.6106 -7.1527 2.3911  -0.584
109 C -3.1065 -6.9833 1.1084  -0.623
110 C -2.9520 -5.7565 0.4751  -0.244
111 C -2.3360 -4.6887 1.1075  0.321
112 C -2.1050 -3.3658 0.3756  0.222
113 O -1.4716 -3.4563 -0.7035  -0.581
114 O -2.5080 -2.3243 0.9155  -0.504
115 H -1.0377 -4.0457 3.9276  0.209
116 H -1.6143 -6.2202 4.0518  0.333
117 H -2.6883 -8.1128 2.8863  0.366
118 H -3.5897 -7.8052 0.5950  0.388
119 H -3.3071 -5.6106 -0.5378  0.368

---

| no. | E_LUMO (eV) |
| --- | --- |
| 1 | 2.0 |
| 2 | 2.0 |